# 1
C5H6S | the ωB97M-V functional and the def2-TZVPD basis

Each atom is followed by the atoms it is bonded to, with distances in Å.
Element x y z (Å)
1 C 1.49104 0.04042 -0.67201  C2 1.512, H7 1.071, H8 1.083, H9 1.062
2 C 0.39144 0.47390 0.27074  C1 1.512, C3 1.287, C4 1.522
3 C 0.11216 0.20589 1.49800  C2 1.287, C4 1.602, H10 1.098
4 C -1.03066 -0.05131 0.40488  C2 1.522, C3 1.602, C5 1.497, H11 1.189
5 C -2.28419 0.69169 0.06062  C4 1.497, S6 1.637, H12 1.031
6 S -3.64026 -0.16093 -0.27489  C5 1.637
7 H 0.94837 -0.54858 -1.38265  C1 1.071
8 H 2.09081 0.83718 -1.09316  C1 1.083
9 H 2.05266 -0.65410 -0.09758  C1 1.062
10 H 0.14382 0.50928 2.55284  C3 1.098
11 H -1.20634 -1.21491 0.23561  C4 1.189
12 H -2.30278 1.70080 0.27261  C5 1.031

Computed properties:
Structure (SMILES): CC1=C[C@H]1C=S
Energy relative to the best compared isomer or geometry (same formula, charge and spin): 76.76 kcal per mole

=====

# 2
C2H3NO3 | the ωB97M-V functional and the def2-TZVPD basis

Each atom is followed by the atoms it is bonded to, with distances in Å.
Element x y z (Å)
1 N -0.12518 -2.25258 1.34808  C2 1.133
2 C -0.01995 -1.32364 0.70747  N1 1.133, C3 1.685
3 C 0.04096 0.14826 -0.11015  C2 1.685, O4 1.323, O5 1.432, O6 1.369
4 O 0.63643 1.02513 0.68130  C3 1.323, H7 0.983
5 O -1.29012 0.62323 -0.33895  C3 1.432, H8 0.955
6 O 0.79281 -0.09996 -1.22735  C3 1.369, H9 0.916
7 H 0.01957 1.75228 0.92082  O4 0.983
8 H -1.71762 0.08307 -1.00073  O5 0.955
9 H 1.66311 0.04420 -0.98050  O6 0.916

Computed properties:
Structure (SMILES): N#CC(O)(O)O
Energy relative to the best compared isomer or geometry (same formula, charge and spin): 49.18 kcal per mole

=====

# 3
C27H64BIN11O19 | the ωB97M-V functional and the def2-TZVPD basis

Each atom is followed by the atoms it is bonded to, with distances in Å.
Element x y z (Å)
1 C 3.33434 2.89935 1.27028  C2 1.595, H24 1.122, H25 1.123, H26 1.111
2 C 1.87878 3.37127 1.72197  C1 1.595, C3 1.600, H27 1.129, H28 1.116
3 C 1.32172 2.52375 2.95968  C2 1.600, C4 1.576, H29 1.116, H30 1.117
4 C 0.66483 1.22742 2.35057  C3 1.576, C5 1.583, H31 1.127, H32 1.118
5 C -0.10133 0.32155 3.39797  C4 1.583, C6 1.578, H33 1.127, H34 1.120
6 C -1.59988 -0.00595 3.02672  C5 1.578, C7 1.576, H35 1.126, H36 1.128
7 C -1.79596 -1.22572 2.04802  C6 1.576, C8 1.573, H37 1.115, H38 1.131
8 C -1.35420 -0.97005 0.56003  C7 1.573, C9 1.603, C12 1.592, N23 1.510
9 C 0.18222 -1.29572 0.23680  C8 1.603, N10 1.471, H39 1.129, H40 1.119
10 N 0.70946 -2.37785 1.08144  C9 1.471, C11 1.478, H41 1.018
11 C 1.67506 -3.22397 0.34912  N10 1.478, H42 1.126, H43 1.123, H44 1.127
12 C -1.88566 0.40327 -0.04391  C8 1.592, C13 1.577, H45 1.113, H46 1.121
13 C -3.34259 0.03427 -0.52021  C12 1.577, B14 1.612, C18 1.566, H47 1.136
14 B -4.20064 1.08012 -1.39675  C13 1.612, O15 1.441, C16 1.623
15 O -4.99946 0.67174 -2.52377  B14 1.441, H48 0.967
16 C -4.23058 2.66706 -1.05672  B14 1.623, C17 1.609, H49 1.121, H50 1.126
17 C -2.78742 3.34249 -1.27803  C16 1.609, H51 1.125, H52 1.121, H53 1.113
18 C -3.08558 -1.41630 -1.05190  C13 1.566, C19 1.567, N23 1.311
19 C -3.90947 -2.18528 -2.14007  C18 1.567, C20 1.602, H54 1.110, H55 1.119
20 C -3.17892 -1.86247 -3.52892  C19 1.602, C21 1.584, I22 2.172, H56 1.126
21 C -1.80683 -2.64432 -3.64829  C20 1.584, H57 1.118, H58 1.118, H59 1.129
22 I -4.49162 -2.16686 -5.23183  C20 2.172
23 N -2.04003 -1.89113 -0.41982  C8 1.510, C18 1.311, H60 1.020
24 H 3.82905 2.28812 2.07082  C1 1.122
25 H 3.23273 2.23092 0.37310  C1 1.123
26 H 3.91001 3.81082 1.00031  C1 1.111
27 H 1.19491 3.14024 0.85398  C2 1.129
28 H 1.80218 4.47252 1.88476  C2 1.116
29 H 2.16140 2.31178 3.66391  C3 1.116
30 H 0.49838 3.13928 3.39686  C3 1.117
31 H 1.51082 0.60558 1.94009  C4 1.127
32 H -0.03202 1.55862 1.54187  C4 1.118
33 H 0.42279 -0.66862 3.52138  C5 1.127
34 H -0.09434 0.85368 4.38397  C5 1.120
35 H -2.14108 0.92701 2.70165  C6 1.126
36 H -2.10185 -0.30079 3.99314  C6 1.128
37 H -1.32634 -2.11792 2.52480  C7 1.115
38 H -2.90538 -1.44183 2.01265  C7 1.131
39 H 0.19565 -1.70238 -0.81632  C9 1.129
40 H 0.82128 -0.37692 0.21341  C9 1.119
41 H 1.11946 -2.01151 1.93844  N10 1.018
42 H 2.56441 -2.61482 0.02324  C11 1.126
43 H 2.04430 -4.08581 0.96754  C11 1.123
44 H 1.18213 -3.70188 -0.54447  C11 1.127
45 H -1.90913 1.29100 0.62658  C12 1.113
46 H -1.10603 0.66700 -0.80554  C12 1.121
47 H -3.97010 -0.14311 0.40978  C13 1.136
48 H -5.92448 0.56004 -2.26330  O15 0.967
49 H -4.60704 2.85725 -0.01791  C16 1.121
50 H -4.95073 3.18743 -1.74762  C16 1.126
51 H -2.25612 3.29329 -0.28813  C17 1.125
52 H -2.22321 2.66032 -1.96622  C17 1.121
53 H -2.85520 4.38752 -1.65588  C17 1.113
54 H -4.96829 -1.85101 -2.15690  C19 1.110
55 H -3.78106 -3.28596 -1.98312  C19 1.119
56 H -2.89167 -0.77397 -3.51643  C20 1.126
57 H -1.92394 -3.75170 -3.54910  C21 1.118
58 H -1.23301 -2.36228 -4.56568  C21 1.118
59 H -1.17025 -2.30488 -2.78024  C21 1.129
60 H -1.75569 -2.83517 -0.67999  N23 1.020
61 C 7.62134 4.21280 -0.20882  N62 1.485, H65 1.087, H66 1.087, H67 1.088
62 N 6.21328 4.68558 -0.22256  C61 1.485, O63 1.216, O64 1.213
63 O 5.38496 3.98315 -0.76905  N62 1.216
64 O 5.98578 5.74723 0.31736  N62 1.213
65 H 7.67322 3.25752 -0.72419  C61 1.087
66 H 8.22413 4.96004 -0.71911  C61 1.087
67 H 7.92316 4.10754 0.83112  C61 1.088
68 C -8.06130 -1.80775 -6.66777  N69 1.485, H72 1.085, H73 1.089, H74 1.088
69 N -9.46145 -1.31435 -6.63853  C68 1.485, O70 1.212, O71 1.213
70 O -10.31460 -2.02268 -7.12816  N69 1.212
71 O -9.65094 -0.23200 -6.12392  N69 1.213
72 H -8.04254 -2.77856 -7.15198  C68 1.085
73 H -7.47144 -1.08420 -7.22760  C68 1.089
74 H -7.71906 -1.88431 -5.63836  C68 1.088
75 C 2.63828 -7.22281 3.67367  N76 1.485, H79 1.086, H80 1.088, H81 1.088
76 N 2.95393 -5.95071 2.97465  C75 1.485, O77 1.212, O78 1.214
77 O 3.70695 -6.00344 2.02594  N76 1.212
78 O 2.43254 -4.94215 3.40480  N76 1.214
79 H 3.17101 -8.03163 3.18247  C75 1.086
80 H 2.96155 -7.11761 4.70680  C75 1.088
81 H 1.56292 -7.37296 3.61074  C75 1.088
82 C -0.76432 3.09305 7.48369  N83 1.485, H86 1.086, H87 1.088, H88 1.088
83 N -0.78597 3.40458 6.03155  C82 1.485, O84 1.217, O85 1.210
84 O -1.35464 2.62071 5.29515  N83 1.217
85 O -0.23299 4.42206 5.68119  N83 1.210
86 H -1.29409 2.15929 7.64786  C82 1.086
87 H 0.27738 3.00528 7.78419  C82 1.088
88 H -1.25590 3.91324 8.00180  C82 1.088
89 C -9.13733 -5.93131 -8.39260  N90 1.485, H93 1.086, H94 1.088, H95 1.088
90 N -8.93517 -5.86670 -6.92296  C89 1.485, O91 1.218, O92 1.209
91 O -8.31502 -4.91724 -6.47815  N90 1.218
92 O -9.40377 -6.76618 -6.26543  N90 1.209
93 H -8.66605 -5.06481 -8.84817  C89 1.086
94 H -8.67818 -6.85144 -8.74687  C89 1.088
95 H -10.20898 -5.92979 -8.57758  C89 1.088
96 C 9.98462 6.31028 3.27645  N97 1.487, H100 1.086, H101 1.088, H102 1.088
97 N 9.78094 5.87079 1.87099  C96 1.487, O98 1.217, O99 1.210
98 O 9.63780 4.67892 1.66817  N97 1.217
99 O 9.77086 6.73120 1.01967  N97 1.210
100 H 9.96956 5.43651 3.92125  C96 1.086
101 H 10.94865 6.81146 3.32636  C96 1.088
102 H 9.17379 6.99022 3.52761  C96 1.088
103 C -13.80942 -6.04192 -10.43709  N104 1.485, H107 1.086, H108 1.088, H109 1.088
104 N -12.66890 -6.13740 -9.49058  C103 1.485, O105 1.216, O106 1.210
105 O -11.67973 -6.74227 -9.85842  N104 1.216
106 O -12.80347 -5.60358 -8.41267  N104 1.210
107 H -13.54638 -6.56232 -11.35326  C103 1.086
108 H -14.66954 -6.50699 -9.96092  C103 1.088
109 H -13.98803 -4.98634 -10.62877  C103 1.088
110 C 10.51895 1.01937 2.99446  N111 1.485, H114 1.086, H115 1.088, H116 1.088
111 N 10.40126 1.79801 4.25325  C110 1.485, O112 1.213, O113 1.212
112 O 10.81680 1.29074 5.27369  N111 1.213
113 O 9.89564 2.89654 4.17708  N111 1.212
114 H 10.98754 0.06539 3.21753  C110 1.086
115 H 9.51422 0.87551 2.60366  C110 1.088
116 H 11.12985 1.59996 2.30671  C110 1.088
117 C 10.87490 3.78576 7.53595  N118 1.485, H121 1.086, H122 1.088, H123 1.087
118 N 10.95064 5.09992 6.84855  C117 1.485, O119 1.213, O120 1.214
119 O 12.05249 5.53520 6.58877  N118 1.213
120 O 9.89799 5.64782 6.59202  N118 1.214
121 H 11.88353 3.41757 7.69806  C117 1.086
122 H 10.36243 3.93886 8.48335  C117 1.088
123 H 10.31755 3.11286 6.88911  C117 1.087

Computed properties:
Total charge: +1

=====

Total energy
In order: -16113.2100, -9753.9566, -93075.9556
Unit: eV